Molecular formula: C25H49N2O11S6
Method: DFT, wB97M-V/def2-TZVPD

```
! wB97M-V def2-TZVPD RIJCOSX def2/J DEFGRID3
* xyz -1 1
O -7.72191 -0.01975 2.24542
O -7.15734 -1.33683 2.31770
C -5.94676 -1.33374 3.20026
N -4.84267 -1.80245 2.59868
C -4.52253 -3.14492 2.98142
C -3.90261 -3.28164 4.36156
C -3.47295 -4.71007 4.67588
S -1.69883 -4.94749 4.80308
C -1.19211 -5.19468 3.18265
S -2.10198 -5.91788 2.07706
N 0.09756 -4.71834 2.98926
C 0.16893 -3.63373 2.00393
C 0.67617 -4.11863 0.70445
O 1.99599 -4.63443 0.81662
C 2.27480 -5.21964 2.06252
C 1.08190 -5.77191 2.75899
H -8.02209 0.12267 3.14744
H -6.23846 -1.92315 4.07574
H -5.85740 -0.30837 3.52994
H -5.38490 -3.80619 2.93518
H -3.78936 -3.52037 2.28481
H -3.06856 -2.62424 4.44349
H -4.63475 -2.98917 5.08789
H -3.83639 -4.99231 5.63696
H -3.88537 -5.38715 3.96838
H -0.76333 -3.14467 1.86845
H 0.84697 -2.89510 2.37440
H 0.69153 -3.32822 -0.00667
H 0.00299 -4.86938 0.32775
H 2.97092 -6.00890 1.88795
H 2.74701 -4.51273 2.72105
H 1.41903 -6.13674 3.70929
H 0.68312 -6.61926 2.21925
C -3.74587 1.32969 -1.64336
C -4.60250 0.67045 -0.54619
C -4.10177 -0.76933 -0.35310
S -2.37209 -0.73669 -0.81093
O -2.15571 -1.55128 -1.99211
O -1.52618 -0.92429 0.34564
C -2.30726 0.98105 -1.29533
H -3.86872 2.41073 -1.68905
H -4.00884 0.90856 -2.61773
H -4.48667 1.21795 0.39112
H -5.66027 0.68181 -0.79963
H -4.20830 -1.10727 0.69262
H -4.60226 -1.46909 -1.01910
H -1.60642 1.08993 -2.11887
H -1.95792 1.54955 -0.43394
C 2.10283 -0.72138 -2.74032
C 3.24574 0.07026 -3.40220
C 2.95828 1.56088 -3.18646
S 2.01224 1.66405 -1.66176
O 0.68710 2.14432 -1.96511
O 2.80193 2.29553 -0.63256
C 1.91039 -0.09640 -1.36269
H 2.33320 -1.78164 -2.66109
H 1.18550 -0.62089 -3.32390
H 4.18628 -0.18992 -2.93387
H 3.33204 -0.16045 -4.46328
H 3.86591 2.14613 -3.07396
H 2.34213 1.97628 -3.98144
H 0.95144 -0.32739 -0.90111
H 2.72366 -0.35813 -0.68774
C 9.23034 2.03046 -2.06743
C 9.38161 0.88923 -1.05006
C 8.06596 0.09775 -1.05105
S 7.36619 0.29640 -2.69582
O 6.13359 1.03282 -2.58210
O 7.41264 -0.95413 -3.40433
C 8.63278 1.39702 -3.32113
H 10.18247 2.51206 -2.28171
H 8.55033 2.78843 -1.67518
H 10.20407 0.23873 -1.35157
H 9.60908 1.26391 -0.05433
H 8.21252 -0.96201 -0.86528
H 7.34715 0.50144 -0.34164
H 8.17875 2.11120 -4.00302
H 9.36321 0.78579 -3.84898
C -3.18728 7.19788 0.14607
C -1.71364 6.84215 -0.10621
C -1.68891 5.58848 -0.99189
S -3.20552 5.63315 -1.95733
O -4.02586 4.51602 -1.56649
O -2.90007 5.87891 -3.34188
C -3.87651 7.11877 -1.21391
H -3.29678 8.18609 0.58945
H -3.63121 6.47155 0.82877
H -1.22270 7.66910 -0.62242
H -1.17495 6.67068 0.82330
H -0.84552 5.56992 -1.67521
H -1.70345 4.67326 -0.40479
H -4.95826 7.03107 -1.15615
H -3.60067 7.95635 -1.85297
*
```

Values from the calculation:
DFT total energy = -117228.3107 eV
largest force on an atom = 1.29 eV/Å

Molecular formula: C27H57GaN3O4S2
Method: DFT, wB97M-V/def2-TZVPD

```
! wB97M-V def2-TZVPD RIJCOSX def2/J DEFGRID3
* xyz -1 1
C -5.39774 3.58918 7.53163
C -5.47906 4.70117 6.48906
C -4.58186 4.43584 5.28481
C -4.79041 5.43316 4.15108
C -3.92497 5.13998 2.92940
C -4.16475 6.11888 1.78260
C -3.48965 5.71772 0.46706
C -3.86645 4.31380 -0.04880
C -2.69035 3.32741 -0.18429
C -2.23113 3.13439 -1.62957
C -1.18118 2.03795 -1.82153
C -1.49872 0.70781 -1.12860
C -0.71539 -0.46927 -1.72272
Ga -0.77054 -2.16697 -0.62779
C 1.07178 -2.82753 -0.15661
C 1.17477 -4.35619 -0.03088
C 2.46678 -4.94509 -0.60786
S 3.81935 -4.70008 0.55530
C 5.05203 -5.76055 0.03405
S 5.02287 -6.80697 -1.22404
N 6.15052 -5.63097 0.95298
C 6.21326 -6.74780 1.89770
C 7.04544 -6.27727 3.07858
O 8.13079 -5.45604 2.68058
C 8.57461 -5.65620 1.35603
C 7.45556 -5.54290 0.29731
C -1.93860 -3.61399 -1.39522
N -1.35718 -4.09515 -2.66430
C -2.15791 -5.15173 -3.26611
O -1.57389 -1.64472 1.11119
N -2.72900 -2.20109 1.38568
O -2.73449 -2.81944 2.41444
H -5.57804 2.61656 7.06819
H -6.12033 3.72644 8.33610
H -4.39600 3.53979 7.96405
H -6.51473 4.81421 6.15577
H -5.18128 5.64441 6.95757
H -4.78011 3.42719 4.90843
H -3.53449 4.47041 5.60125
H -5.84568 5.43261 3.85523
H -4.57291 6.44564 4.51205
H -2.87251 5.20371 3.22800
H -4.09597 4.10799 2.61392
H -3.74862 7.08389 2.09244
H -5.23755 6.26840 1.62327
H -3.76035 6.45853 -0.28998
H -2.40561 5.79455 0.59418
H -4.63916 3.87728 0.58694
H -4.33045 4.42606 -1.03290
H -2.94713 2.36521 0.25887
H -1.84235 3.71875 0.38825
H -3.10018 2.93595 -2.26659
H -1.81178 4.09007 -1.97044
H -1.07110 1.84641 -2.89205
H -0.20175 2.38942 -1.47998
H -2.57302 0.50217 -1.19837
H -1.24874 0.77815 -0.06738
H 0.34267 -0.17842 -1.78841
H -1.04600 -0.64053 -2.75546
H 1.80214 -2.45409 -0.88316
H 1.33686 -2.36048 0.79822
H 0.35549 -4.85360 -0.55582
H 1.09849 -4.64352 1.02199
H 2.73346 -4.44129 -1.53876
H 2.38008 -6.00951 -0.82735
H 5.21541 -7.03309 2.22788
H 6.66601 -7.61891 1.40087
H 7.39386 -7.13801 3.66378
H 6.43037 -5.65652 3.73159
H 9.08991 -6.62014 1.25802
H 9.31791 -4.87862 1.18560
H 7.51736 -4.59864 -0.24397
H 7.56985 -6.35720 -0.42789
H -2.02339 -4.46911 -0.71522
H -2.97152 -3.25285 -1.53822
H -1.37275 -3.31010 -3.30691
H -1.74246 -5.44048 -4.23537
H -2.14348 -6.02853 -2.61550
H -3.21265 -4.86658 -3.41191
C 3.56833 2.30735 -3.69836
C 2.29177 1.59447 -4.11037
O 1.16764 2.44729 -4.22662
C 1.25542 3.48760 -5.17636
C 1.46185 3.01061 -6.60508
H 3.42062 2.83895 -2.75729
H 4.36745 1.57735 -3.56179
H 3.90080 3.02677 -4.44897
H 2.00496 0.87125 -3.34697
H 2.45133 1.03282 -5.03867
H 2.04057 4.20366 -4.90175
H 0.30315 4.01389 -5.09715
H 2.41723 2.49967 -6.73167
H 1.44987 3.86453 -7.28479
H 0.66676 2.32286 -6.89607
*
```

Values from the calculation:
DFT total energy = -115628.6167 eV
largest force on an atom = 0.40 eV/Å

Molecular formula: C35H30BrFIN6O8Rh
Method: DFT, wB97M-V/def2-TZVPD

```
! wB97M-V def2-TZVPD RIJCOSX def2/J DEFGRID3
* xyz 0 1
Rh -0.07789 0.18349 -0.01508
C 4.32572 2.71140 2.05229
O 4.44913 1.65162 3.01280
C 5.36237 0.68415 2.67253
C 6.51145 0.58296 3.44460
C 7.48134 -0.35910 3.15478
C 7.30264 -1.20933 2.07034
C 6.14817 -1.12862 1.31497
C 5.14972 -0.19977 1.61283
N 4.02957 -0.16874 0.74848
C 2.69352 -0.07990 1.01782
N 2.31693 0.04510 2.28513
C 0.98916 0.00352 2.74682
C -0.10397 0.09213 1.92045
C -1.37824 0.01143 2.50308
C -1.53811 -0.12642 3.86268
C -0.42151 -0.19734 4.70074
C 0.83309 -0.12900 4.13853
O 2.00652 -0.18894 4.83444
C 1.91822 -0.23171 6.24876
N 1.83073 -0.20118 0.02193
C 2.40864 -0.30297 -1.29028
C 2.23179 -1.46069 -2.02450
C 2.72140 -1.55226 -3.32200
C 3.40028 -0.47277 -3.86489
C 3.58077 0.70082 -3.13847
C 3.06580 0.79363 -1.85199
O 3.13888 1.90097 -1.07285
C 3.63213 3.09147 -1.67308
H 3.53451 3.36226 2.41481
H 4.06092 2.32736 1.06521
H 5.26462 3.26531 1.99391
H 6.62318 1.27917 4.26640
H 8.37367 -0.42232 3.76343
H 8.05442 -1.94636 1.82001
H 5.99627 -1.80363 0.47969
H 4.21709 -0.49227 -0.18874
H 3.02665 0.19753 2.98416
H -2.25412 0.07291 1.86534
H -2.53112 -0.18793 4.28978
H -0.54675 -0.31006 5.76748
H 2.93882 -0.23158 6.61950
H 1.41168 -1.13979 6.58252
H 1.38822 0.64345 6.63121
H 1.67038 -2.26931 -1.57119
H 2.56237 -2.45095 -3.90318
H 3.79171 -0.53404 -4.87325
H 4.09526 1.53957 -3.58848
H 3.49054 3.88077 -0.93975
H 3.07059 3.33252 -2.57294
H 4.69355 3.00435 -1.91556
F 0.92103 5.00301 -4.27616
C 0.68826 3.76840 -4.74427
C -0.26835 2.99802 -4.22975
N -0.53116 1.73001 -4.69902
C -1.43852 0.87884 -3.93907
C -0.97290 0.69222 -2.50452
O -1.80588 0.25573 -1.67158
O 0.21908 0.98023 -2.20157
C 0.20244 1.17924 -5.73011
O 0.02789 0.06346 -6.16887
N 1.17911 2.01975 -6.24460
C 1.55503 3.28383 -5.80618
O 2.50754 3.87098 -6.27093
H -0.88164 3.34152 -3.40722
H -1.45734 -0.09062 -4.43078
H -2.44836 1.28755 -3.94689
H 1.73298 1.62324 -6.98883
O -2.64189 -2.85979 -0.03356
C -1.63560 -2.24127 -0.00312
N -0.57406 -1.69053 0.06791
Br -3.68940 2.64655 -0.78653
C -3.11380 4.33012 -0.19652
C -4.02094 5.38364 -0.19477
C -3.62782 6.64585 0.21512
C -2.32330 6.87091 0.62711
C -1.40950 5.83019 0.63207
C -1.80367 4.56055 0.21998
I -0.37577 3.07322 0.28327
H -5.03684 5.20313 -0.51857
H -4.34466 7.45641 0.20874
H -2.01243 7.85693 0.94733
H -0.39042 5.99896 0.95313
*
```

Values from the calculation:
DFT total energy = -145971.5270 eV
largest force on an atom = 1.42 eV/Å

Molecular formula: C14H15N4OPdS
Method: DFT, wB97M-V/def2-TZVPD

```
! wB97M-V def2-TZVPD RIJCOSX def2/J DEFGRID3
* xyz 3 1
Pd -1.65642 -1.38409 0.03688
N -1.99704 0.23567 3.95130
C -1.82565 -0.24319 2.75012
S -2.64469 -1.56680 2.10652
N -0.80422 0.45916 2.02270
N -0.67685 0.08217 0.85159
C 0.37807 0.66347 0.02787
C 1.26897 1.61777 0.50519
C 2.63745 1.57805 0.04171
C 3.54349 2.50500 0.47143
C 3.12784 3.52741 1.33433
C 1.79895 3.60544 1.79297
C 0.88936 2.65957 1.42241
C 0.41750 0.07026 -1.28966
C 1.17276 0.60667 -2.32957
C 1.27162 -0.09109 -3.53528
C 0.59310 -1.28064 -3.67209
C -0.24622 -1.71233 -2.63041
N -0.34991 -1.05072 -1.49613
H -2.69667 -0.15215 4.57696
H -1.41812 0.98828 4.30630
H 2.96943 0.73415 -0.54833
H 4.58085 2.43713 0.17239
H 3.84477 4.27238 1.66022
H 1.49935 4.43242 2.42261
H -0.14267 2.76702 1.71853
H 1.65187 1.56922 -2.21975
H 1.86361 0.30813 -4.34867
H 0.64952 -1.86418 -4.58170
H -0.85616 -2.60003 -2.73683
C -3.15059 -4.17213 -0.20308
O -2.66672 -2.93923 -0.85249
H -3.26005 -4.93100 -0.97229
H -4.09749 -3.97338 0.29236
H -2.38400 -4.47082 0.50442
H -3.28504 -2.68757 -1.55254
*
```

Values from the calculation:
DFT total energy = -37054.2628 eV
largest force on an atom = 0.53 eV/Å

Molecular formula: C5H11Cl3NO
Method: DFT, wB97M-V/def2-TZVPD

```
! wB97M-V def2-TZVPD RIJCOSX def2/J DEFGRID3
* xyz 1 1
C -1.34319 -0.06456 1.14402
C -1.53066 0.62779 -1.18041
C -0.45499 2.10820 0.63289
C 1.70062 -0.31375 0.05256
C 1.71778 -1.66451 -0.42198
N -0.90949 0.80611 0.14580
O 0.99979 -2.54935 0.17435
Cl 2.35399 0.95500 -0.74638
Cl 1.47072 -1.76960 -2.27401
Cl 3.52840 -2.15538 -0.27810
H -0.49243 -0.43774 1.74253
H -2.07909 0.42461 1.80063
H -1.66016 -1.02979 0.66038
H -1.10319 1.25505 -1.99411
H -1.11891 -0.41022 -1.38902
H -2.65363 0.68650 -1.21287
H -1.30856 2.67043 0.49024
H -0.11440 2.06122 1.66975
H 0.30970 2.44248 -0.11035
H 1.54167 -0.14802 1.06821
H 1.14602 -3.49448 0.02587
*
```

Values from the calculation:
DFT total energy = -46457.6890 eV
largest force on an atom = 5.04 eV/Å

Molecular formula: C4H10N2S2
Method: DFT, wB97M-V/def2-TZVPD

```
! wB97M-V def2-TZVPD RIJCOSX def2/J DEFGRID3
* xyz 0 1
C -2.18602 -1.27430 -0.24312
C 2.63980 0.45712 -0.97100
C -2.41128 0.14047 -0.10223
C 1.54561 -0.00156 1.11440
N 0.34939 0.36442 -0.75947
N 1.52530 0.35616 -0.28350
S -1.51319 -2.22100 0.99030
S 4.28745 0.09662 -0.38526
H -2.64608 -1.87167 -1.03468
H 2.61099 0.92441 -2.04817
H -2.68373 0.52089 0.88372
H -3.02003 0.62462 -0.79015
H -1.40946 0.48191 -0.24133
H 1.90878 -0.94459 1.20290
H 2.34734 0.66123 1.62387
H 0.59096 0.00696 1.48642
H 0.15250 0.80646 -1.69325
H 4.13955 -1.10651 0.38764
*
```

Values from the calculation:
DFT total energy = -28956.0361 eV
largest force on an atom = 4.35 eV/Å